Formula: C54H135N9
Source: the Open Molecules 2025 dataset
Level of theory: ωB97M-V/def2-TZVPD

Values from the calculation:
Multiplicity ... 1
Maximum force ... 2.78 eV/A
Total energy ... -2631.00728 a.u.
LUMO energy ... 0.60 eV
Energy relative to the best compared isomer or geometry (same formula, charge and spin) ... 72.7 kcal/mol

Bonds (Å) are listed after each position.
Geometry (Å):
1 C 2.13 0.63 8.16  C2 1.576, H8 1.088, H9 1.097, H10 1.084
2 C 1.14 0.63 6.94  C1 1.576, N3 1.461, H11 1.092, H12 1.085
3 N 0.27 1.80 6.92  C2 1.461, C4 1.436, C6 1.466
4 C 0.93 3.06 6.75  N3 1.436, C5 1.557, H13 1.089, H14 1.095
5 C 0.96 3.39 5.23  C4 1.557, H15 1.094, H16 1.089, H17 1.093
6 C -0.64 1.80 8.07  N3 1.466, C7 1.532, H18 1.100, H19 1.092
7 C -1.92 2.59 7.79  C6 1.532, H20 1.090, H21 1.090, H22 1.094
8 H 2.92 -0.11 8.14  C1 1.088
9 H 1.47 0.31 8.98  C1 1.097
10 H 2.50 1.62 8.44  C1 1.084
11 H 1.82 0.74 6.10  C2 1.092
12 H 0.53 -0.27 6.94  C2 1.085
13 H 0.38 3.86 7.26  C4 1.089
14 H 1.96 3.13 7.12  C4 1.095
15 H 1.45 4.36 5.06  C5 1.094
16 H 1.45 2.60 4.67  C5 1.089
17 H -0.03 3.56 4.79  C5 1.093
18 H -0.22 2.21 9.00  C6 1.100
19 H -0.97 0.79 8.34  C6 1.092
20 H -1.78 3.66 7.64  C7 1.090
21 H -2.65 2.42 8.58  C7 1.090
22 H -2.32 2.22 6.84  C7 1.094
23 C 1.02 -4.10 -4.63  C24 1.511, H30 1.093, H31 1.099, H32 1.093
24 C 1.26 -5.55 -4.96  C23 1.511, N25 1.463, H33 1.096, H34 1.099
25 N 0.57 -5.92 -6.19  C24 1.463, C26 1.452, C28 1.496
26 C 1.06 -7.14 -6.79  N25 1.452, C27 1.540, H35 1.105, H36 1.089
27 C 2.48 -7.00 -7.38  C26 1.540, H37 1.091, H38 1.086, H39 1.094
28 C -0.87 -6.16 -5.87  N25 1.496, C29 1.525, H40 1.091, H41 1.094
29 C -1.72 -5.66 -7.03  C28 1.525, H42 1.092, H43 1.087, H44 1.097
30 H 1.72 -3.64 -3.93  C23 1.093
31 H 0.02 -3.93 -4.21  C23 1.099
32 H 0.98 -3.37 -5.44  C23 1.093
33 H 2.34 -5.62 -5.08  C24 1.096
34 H 1.09 -6.27 -4.14  C24 1.099
35 H 1.11 -7.91 -5.99  C26 1.105
36 H 0.40 -7.49 -7.58  C26 1.089
37 H 3.18 -6.67 -6.61  C27 1.091
38 H 2.87 -7.90 -7.84  C27 1.086
39 H 2.44 -6.14 -8.05  C27 1.094
40 H -1.14 -5.55 -5.01  C28 1.091
41 H -1.14 -7.20 -5.67  C28 1.094
42 H -1.29 -5.88 -8.01  C29 1.092
43 H -1.91 -4.59 -6.95  C29 1.087
44 H -2.65 -6.23 -7.06  C29 1.097
45 C -0.05 7.98 5.06  C46 1.528, H52 1.094, H53 1.086, H54 1.089
46 C 0.04 6.99 3.90  C45 1.528, N47 1.484, H55 1.090, H56 1.098
47 N 0.51 7.72 2.70  C46 1.484, C48 1.469, C50 1.481
48 C 1.06 6.76 1.74  N47 1.469, C49 1.554, H57 1.089, H58 1.091
49 C 0.17 5.55 1.36  C48 1.554, H59 1.092, H60 1.092, H61 1.092
50 C -0.69 8.38 2.12  N47 1.481, C51 1.519, H62 1.092, H63 1.095
51 C -0.40 9.16 0.85  C50 1.519, H64 1.093, H65 1.091, H66 1.090
52 H -0.34 7.46 5.98  C45 1.094
53 H -0.80 8.73 4.85  C45 1.086
54 H 0.92 8.44 5.26  C45 1.089
55 H 0.74 6.18 4.12  C46 1.090
56 H -0.94 6.52 3.80  C46 1.098
57 H 1.30 7.28 0.82  C48 1.089
58 H 2.01 6.35 2.10  C48 1.091
59 H -0.79 5.94 1.02  C49 1.092
60 H 0.62 4.97 0.56  C49 1.092
61 H -0.03 4.81 2.15  C49 1.092
62 H -1.07 9.16 2.77  C50 1.092
63 H -1.50 7.65 2.00  C50 1.095
64 H -0.09 8.48 0.06  C51 1.093
65 H 0.39 9.90 0.99  C51 1.091
66 H -1.27 9.73 0.51  C51 1.090
67 C -2.95 4.56 3.26  C68 1.518, H74 1.093, H75 1.097, H76 1.089
68 C -2.65 3.30 2.46  C67 1.518, N69 1.452, H77 1.094, H78 1.104
69 N -3.09 2.07 3.09  C68 1.452, C70 1.466, C72 1.474
70 C -3.04 0.95 2.16  N69 1.466, C71 1.524, H79 1.093, H80 1.093
71 C -4.35 0.84 1.38  C70 1.524, H81 1.091, H82 1.092, H83 1.093
72 C -2.34 1.76 4.33  N69 1.474, C73 1.546, H84 1.098, H85 1.093
73 C -3.34 1.08 5.29  C72 1.546, H86 1.090, H87 1.092, H88 1.086
74 H -2.24 4.68 4.08  C67 1.093
75 H -3.93 4.47 3.75  C67 1.097
76 H -3.03 5.47 2.67  C67 1.089
77 H -3.19 3.41 1.52  C68 1.094
78 H -1.59 3.43 2.18  C68 1.104
79 H -2.80 0.04 2.71  C70 1.093
80 H -2.26 0.96 1.39  C70 1.093
81 H -4.48 1.72 0.74  C71 1.091
82 H -5.23 0.77 2.01  C71 1.092
83 H -4.36 -0.05 0.75  C71 1.093
84 H -1.47 1.12 4.14  C72 1.098
85 H -1.90 2.64 4.80  C72 1.093
86 H -3.57 0.12 4.84  C73 1.090
87 H -2.91 0.92 6.28  C73 1.092
88 H -4.22 1.71 5.36  C73 1.086
89 C 7.07 -1.19 3.01  C90 1.535, H96 1.090, H97 1.086, H98 1.091
90 C 6.16 -0.49 4.03  C89 1.535, N91 1.463, H99 1.107, H100 1.090
91 N 4.77 -0.34 3.61  C90 1.463, C92 1.456, C94 1.471
92 C 4.12 -1.59 3.24  N91 1.456, C93 1.516, H101 1.092, H102 1.104
93 C 3.03 -1.21 2.26  C92 1.516, H103 1.096, H104 1.088, H105 1.094
94 C 4.01 0.35 4.66  N91 1.471, C95 1.522, H106 1.104, H107 1.088
95 C 4.43 1.79 4.91  C94 1.522, H108 1.088, H109 1.090, H110 1.092
96 H 6.77 -0.81 2.04  C89 1.090
97 H 7.04 -2.26 3.21  C89 1.086
98 H 8.11 -0.88 3.15  C89 1.091
99 H 6.28 -1.01 5.00  C90 1.107
100 H 6.54 0.49 4.30  C90 1.090
101 H 4.80 -2.30 2.75  C92 1.092
102 H 3.87 -2.07 4.21  C92 1.104
103 H 2.40 -2.03 1.89  C93 1.096
104 H 2.47 -0.38 2.68  C93 1.088
105 H 3.44 -0.90 1.30  C93 1.094
106 H 4.20 -0.22 5.59  C94 1.104
107 H 2.94 0.28 4.48  C94 1.088
108 H 5.40 1.88 5.38  C95 1.088
109 H 3.71 2.26 5.58  C95 1.090
110 H 4.46 2.27 3.93  C95 1.092
111 C 3.32 0.59 -5.25  C112 1.532, H118 1.098, H119 1.089, H120 1.093
112 C 4.31 -0.40 -4.63  C111 1.532, N113 1.446, H121 1.094, H122 1.090
113 N 5.68 -0.04 -4.90  C112 1.446, C114 1.459, C116 1.453
114 C 6.04 -0.19 -6.31  N113 1.459, C115 1.531, H123 1.101, H124 1.093
115 C 5.77 -1.59 -6.87  C114 1.531, H125 1.090, H126 1.094, H127 1.091
116 C 6.25 1.19 -4.39  N113 1.453, C117 1.525, H128 1.104, H129 1.094
117 C 5.95 1.53 -2.93  C116 1.525, H130 1.090, H131 1.093, H132 1.087
118 H 2.29 0.21 -5.23  C111 1.098
119 H 3.46 0.85 -6.29  C111 1.089
120 H 3.22 1.50 -4.65  C111 1.093
121 H 4.16 -0.44 -3.55  C112 1.094
122 H 4.05 -1.40 -4.98  C112 1.090
123 H 5.60 0.58 -6.97  C114 1.101
124 H 7.11 -0.01 -6.43  C114 1.093
125 H 4.81 -1.80 -7.34  C115 1.090
126 H 6.48 -1.81 -7.67  C115 1.094
127 H 6.00 -2.28 -6.06  C115 1.091
128 H 6.00 2.03 -5.06  C116 1.104
129 H 7.33 1.12 -4.55  C116 1.094
130 H 6.70 2.26 -2.62  C117 1.090
131 H 6.15 0.67 -2.29  C117 1.093
132 H 4.93 1.86 -2.77  C117 1.087
133 C -4.03 0.05 -6.79  C134 1.519, H140 1.092, H141 1.092, H142 1.092
134 C -5.06 -0.32 -5.74  C133 1.519, N135 1.457, H143 1.093, H144 1.102
135 N -4.48 -0.66 -4.44  C134 1.457, C136 1.467, C138 1.468
136 C -3.48 -1.73 -4.45  N135 1.467, C137 1.555, H145 1.088, H146 1.089
137 C -4.08 -3.16 -4.52  C136 1.555, H147 1.089, H148 1.089, H149 1.090
138 C -5.53 -0.79 -3.43  N135 1.468, C139 1.517, H150 1.093, H151 1.096
139 C -5.01 -0.80 -2.00  C138 1.517, H152 1.093, H153 1.085, H154 1.100
140 H -3.49 -0.84 -7.12  C133 1.092
141 H -3.32 0.80 -6.42  C133 1.092
142 H -4.40 0.49 -7.72  C133 1.092
143 H -5.72 0.52 -5.54  C134 1.093
144 H -5.70 -1.12 -6.14  C134 1.102
145 H -2.89 -1.58 -5.35  C136 1.088
146 H -2.86 -1.61 -3.56  C136 1.089
147 H -4.66 -3.29 -3.61  C137 1.089
148 H -4.70 -3.22 -5.42  C137 1.089
149 H -3.29 -3.91 -4.56  C137 1.090
150 H -6.21 -1.62 -3.66  C138 1.093
151 H -6.01 0.19 -3.46  C138 1.096
152 H -5.86 -0.99 -1.34  C139 1.093
153 H -4.43 0.05 -1.66  C139 1.085
154 H -4.40 -1.71 -1.87  C139 1.100
155 C -4.12 -4.37 1.35  C156 1.538, H162 1.088, H163 1.096, H164 1.088
156 C -3.19 -5.47 0.81  C155 1.538, N157 1.445, H165 1.097, H166 1.089
157 N -3.36 -5.82 -0.58  C156 1.445, C158 1.454, C160 1.464
158 C -3.22 -4.75 -1.55  N157 1.454, C159 1.536, H167 1.101, H168 1.086
159 C -1.80 -4.17 -1.58  C158 1.536, H169 1.090, H170 1.092, H171 1.094
160 C -4.62 -6.52 -0.85  N157 1.464, C161 1.526, H172 1.102, H173 1.089
161 C -5.02 -7.59 0.16  C160 1.526, H174 1.099, H175 1.093, H176 1.089
162 H -3.68 -3.39 1.24  C155 1.088
163 H -4.19 -4.56 2.43  C155 1.096
164 H -5.15 -4.45 0.99  C155 1.088
165 H -2.18 -5.06 0.92  C156 1.097
166 H -3.12 -6.38 1.40  C156 1.089
167 H -3.87 -3.91 -1.26  C158 1.101
168 H -3.37 -5.02 -2.59  C158 1.086
169 H -1.41 -3.81 -0.62  C159 1.090
170 H -1.79 -3.38 -2.33  C159 1.092
171 H -1.10 -4.95 -1.90  C159 1.094
172 H -5.43 -5.77 -0.81  C160 1.102
173 H -4.60 -6.99 -1.84  C160 1.089
174 H -5.82 -8.16 -0.32  C161 1.099
175 H -4.31 -8.41 0.33  C161 1.093
176 H -5.45 -7.27 1.11  C161 1.089
177 C 1.49 1.88 1.16  C178 1.543, H184 1.090, H185 1.088, H186 1.097
178 C 0.15 1.12 0.99  C177 1.543, N179 1.453, H187 1.087, H188 1.092
179 N -0.12 0.70 -0.38  C178 1.453, C180 1.458, C182 1.473
180 C -0.03 1.75 -1.38  N179 1.458, C181 1.522, H189 1.102, H190 1.091
181 C -0.87 3.00 -1.12  C180 1.522, H191 1.089, H192 1.093, H193 1.094
182 C 0.69 -0.48 -0.76  N179 1.473, C183 1.531, H194 1.096, H195 1.097
183 C 0.34 -0.96 -2.17  C182 1.531, H196 1.088, H197 1.090, H198 1.095
184 H 1.47 2.86 0.68  C177 1.090
185 H 2.39 1.33 0.91  C177 1.088
186 H 1.55 2.15 2.22  C177 1.097
187 H -0.11 0.34 1.69  C178 1.087
188 H -0.56 1.94 1.13  C178 1.092
189 H 1.03 1.98 -1.57  C180 1.102
190 H -0.39 1.42 -2.35  C180 1.091
191 H -0.73 3.75 -1.90  C181 1.089
192 H -1.94 2.77 -1.11  C181 1.093
193 H -0.65 3.45 -0.15  C181 1.094
194 H 0.34 -1.21 -0.02  C182 1.096
195 H 1.77 -0.40 -0.63  C182 1.097
196 H -0.68 -0.76 -2.47  C183 1.088
197 H 0.57 -2.00 -2.39  C183 1.090
198 H 1.02 -0.38 -2.81  C183 1.095